{
  "formula": "C3H4O3",
  "method": "ωB97M-V/def2-TZVPD",
  "species": ["C", "C", "C", "O", "O", "O", "H", "H", "H", "H"],
  "xyz": [[-0.392, 1.099, 0.392], [0.654, -0.277, 0.581], [0.388, -1.376, -0.494], [0.321, 2.118, 0.390], [1.536, -0.163, 1.381], [-1.735, 1.328, 0.062], [0.380, -2.398, -0.057], [1.280, -1.441, -1.214], [-0.497, -1.107, -1.020], [-1.935, 2.217, -0.021]],
  "smiles": "CC(=O)C(=O)O",
  "relative_energy_ev": 1.8956,
  "total_charge": 0,
  "multiplicity": 1,
  "homo_lumo_gap_ha": 0.378
}